Record 1
{"formula": "C54H53BrN6O3PYb", "method": "the ωB97M-V functional and the def2-TZVPD basis", "lumo_ev": [-4.9840, -6.4833], "s_squared": 0.751, "charge": 2, "spin_multiplicity": 2, "e_homo_ev": [-12.39, -12.39], "orbital_gap_ev": [7.403, 5.903], "elements": ["Yb", "C", "O", "C", "C", "O", "C", "C", "O", "C", "H", "H", "H", "H", "H", "H", "H", "H", "H", "H", "H", "H", "H", "H", "C", "N", "C", "N", "C", "C", "C", "C", "C", "C", "C", "C", "C", "C", "C", "C", "C", "C", "P", "C", "N", "C", "C", "N", "C", "C", "C", "C", "C", "C", "C", "C", "C", "C", "C", "C", "C", "C", "N", "C", "C", "N", "C", "C", "C", "C", "C", "C", "C", "C", "C", "C", "C", "C", "C", "H", "H", "H", "H", "H", "H", "H", "H", "H", "H", "H", "H", "H", "H", "H", "H", "H", "H", "H", "H", "H", "H", "H", "H", "H", "H", "H", "H", "H", "H", "H", "H", "H", "H", "H", "H", "H", "H", "H", "Br"], "positions_angstrom": [[0.49716, -0.10384, -1.34286], [4.10902, 0.41558, -0.05916], [3.22249, 0.56675, -1.21642], [3.30896, 1.91299, -1.68166], [2.47877, 1.98997, -2.94960], [1.10453, 1.97208, -2.52852], [0.24965, 2.66779, -3.43726], [0.57363, 2.44672, -4.91052], [0.58206, 0.99661, -5.13090], [-0.21793, 0.68589, -6.28915], [5.01538, -0.11243, -0.44819], [3.59594, -0.25446, 0.64832], [4.26850, 1.36507, 0.47605], [4.33904, 2.09907, -2.07279], [3.02500, 2.57822, -0.88056], [2.74265, 2.92223, -3.48575], [2.66706, 1.08774, -3.58673], [0.30714, 3.73777, -3.26884], [-0.74054, 2.28263, -3.23910], [1.56081, 2.91441, -5.10855], [-0.22119, 2.94904, -5.51241], [0.33521, 1.03440, -7.16208], [-1.22372, 1.12802, -6.24589], [-0.31881, -0.41379, -6.29607], [2.13445, -0.38705, 3.96238], [1.82849, 0.45275, 2.81153], [0.94474, 0.16638, 1.76405], [0.77938, 1.20907, 0.90511], [1.35862, 2.26833, 1.55362], [2.06272, 1.87028, 2.69426], [2.70381, 2.60265, 3.79309], [2.01366, 3.57087, 4.53071], [2.61895, 4.29615, 5.57558], [3.90324, 3.96005, 6.01875], [4.54500, 2.86043, 5.39336], [4.04657, 2.28401, 4.24226], [0.98752, 3.61622, 1.16511], [-0.11119, 3.77768, 0.32489], [-0.66147, 5.07745, 0.18080], [-0.10423, 6.17254, 0.80096], [0.95963, 6.02487, 1.65240], [1.53907, 4.77972, 1.80110], [-0.32268, -1.18697, 2.08032], [-1.81396, -0.81389, 1.09948], [-1.85791, -0.05675, -0.06812], [-3.19216, 0.37175, -0.16347], [-3.96148, -0.18465, 0.85871], [-3.05454, -0.85300, 1.69422], [-3.36816, -1.61347, 2.93849], [-5.42929, -0.11700, 1.18847], [-5.85394, 0.32341, 2.46964], [-7.20793, 0.28484, 2.72104], [-8.12589, 0.05152, 1.71465], [-7.68524, -0.34353, 0.45999], [-6.32802, -0.48362, 0.19725], [-3.63706, 1.44597, -1.08458], [-2.99785, 1.59108, -2.34849], [-3.19170, 2.77816, -3.03123], [-4.10430, 3.78572, -2.59362], [-4.86178, 3.54733, -1.45390], [-4.62326, 2.39670, -0.68685], [0.63368, -2.46238, 1.07934], [1.15307, -2.12762, -0.11270], [1.57157, -3.37782, -0.66903], [1.29721, -4.41878, 0.19384], [0.63226, -3.80357, 1.31265], [0.43869, -4.39511, 2.64167], [1.68605, -5.84652, 0.18280], [0.75205, -6.88947, 0.41304], [1.13619, -8.22030, 0.32528], [2.41813, -8.56495, -0.06166], [3.38052, -7.52143, -0.32302], [3.00783, -6.19260, -0.19539], [1.87322, -3.41386, -2.07793], [1.23621, -4.38879, -2.86112], [1.19862, -4.27494, -4.24278], [1.97733, -3.29181, -4.86133], [2.59279, -2.27761, -4.08411], [2.55537, -2.34249, -2.67686], [2.10982, -1.44722, 3.64642], [1.36779, -0.26997, 4.76907], [3.15383, -0.19494, 4.31317], [1.01637, 3.79365, 4.20193], [2.06063, 5.05194, 6.04048], [4.43397, 4.52012, 6.77006], [5.48041, 2.44678, 5.80298], [4.62664, 1.47099, 3.82643], [-0.54536, 2.96086, -0.24370], [-1.60586, 5.09317, -0.32520], [-0.61017, 7.12834, 0.60117], [1.35155, 6.87994, 2.20598], [2.45570, 4.76682, 2.35677], [-4.40684, -1.57112, 3.26422], [-2.74677, -1.27640, 3.71861], [-3.10350, -2.64859, 2.70837], [-5.13307, 0.53683, 3.21988], [-7.50894, 0.52125, 3.71272], [-9.18779, 0.18605, 1.91416], [-8.32283, -0.47119, -0.43076], [-6.02632, -0.99349, -0.74462], [-2.39857, 0.78512, -2.81136], [-2.65123, 2.93203, -3.94270], [-4.15829, 4.73069, -3.12248], [-5.61959, 4.27495, -1.19223], [-5.27180, 2.22455, 0.17023], [1.15596, -5.22663, 2.84549], [-0.60109, -4.83027, 2.72822], [0.52990, -3.59838, 3.33237], [-0.22254, -6.70873, 0.78114], [0.36629, -8.93680, 0.49857], [2.63581, -9.58298, -0.04526], [4.40303, -7.68917, -0.69187], [3.75844, -5.39320, -0.34168], [0.73216, -5.21102, -2.38683], [0.61119, -4.91297, -4.79390], [1.98201, -3.20845, -5.91805], [2.99805, -1.40153, -4.55150], [3.12592, -1.61369, -2.11908], [-0.96832, -1.70177, -3.18328]]}


Record 2
{"formula": "C2H25O11", "method": "the ωB97M-V functional and the def2-TZVPD basis", "lumo_ev": 2.9323, "charge": -1, "e_homo_ev": -5.71, "orbital_gap_ev": 8.642, "elements": ["C", "C", "O", "H", "H", "H", "H", "H", "O", "H", "H", "O", "H", "H", "O", "H", "H", "O", "H", "H", "O", "H", "H", "O", "H", "H", "O", "H", "H", "O", "H", "H", "O", "H", "H", "O", "H", "H"], "positions_angstrom": [[-0.34587, -2.04453, 0.05866], [0.73113, -1.08653, -0.26334], [0.04313, 0.10547, -0.61834], [-1.00987, -2.18853, -0.77934], [-0.97987, -1.86153, 0.92166], [0.11313, -2.95353, 0.12766], [1.42713, -1.28653, -1.06734], [1.15613, -0.61353, 0.55966], [2.56413, 1.33247, -0.27034], [2.75713, 1.17047, -1.16734], [1.72413, 0.90247, -0.04834], [0.92413, 0.19747, -4.03034], [1.63613, 0.63447, -3.62234], [0.45013, -0.12953, -3.26434], [-1.72987, -0.57753, -2.46434], [-1.72387, 0.28547, -2.88134], [-1.24887, -0.53853, -1.67434], [-0.00287, 2.52847, -1.66934], [-0.90887, 2.67147, -1.87234], [0.02013, 1.60147, -1.30634], [-2.47287, 0.14947, 0.13766], [-2.89987, -0.73153, 0.09866], [-1.53687, 0.13647, -0.07434], [0.12213, 2.04947, 1.27866], [0.23313, 2.77047, 0.65266], [0.15913, 1.32747, 0.64666], [3.69213, 0.97347, 2.11666], [3.48613, 1.09547, 1.18566], [4.54613, 1.34847, 2.33266], [1.05313, 0.08047, 3.25466], [1.51413, -0.37053, 2.55866], [1.63613, 0.66347, 3.67966], [-3.72887, -2.29053, 0.18166], [-3.87587, -2.55953, -0.72534], [-3.18487, -2.99853, 0.47166], [-1.68687, 0.07547, 2.79166], [-0.72687, 0.02247, 2.87066], [-1.92587, 0.10847, 1.87366]]}


Record 3
{"formula": "C35H35N7O5PRb", "method": "the ωB97M-V functional and the def2-TZVPD basis", "lumo_ev": [3.3896, 3.3896], "charge": -2, "e_homo_ev": [-0.20, -0.19], "orbital_gap_ev": [3.586, 3.584], "elements": ["Rb", "C", "C", "N", "C", "C", "N", "C", "C", "C", "C", "C", "N", "C", "C", "N", "C", "C", "N", "C", "C", "C", "N", "C", "C", "H", "H", "H", "H", "H", "H", "H", "H", "H", "H", "H", "H", "O", "C", "C", "O", "C", "C", "O", "C", "O", "O", "C", "C", "C", "N", "C", "C", "H", "H", "H", "H", "H", "C", "C", "P", "C", "C", "C", "C", "H", "H", "H", "H", "H", "H", "H", "H", "H", "H", "H", "H", "H", "H", "H", "C", "H", "H", "H"], "positions_angstrom": [[-1.57475, -0.06604, 0.52817], [-2.87266, 0.41572, -4.30224], [-2.28066, 0.94836, -3.21136], [-1.00041, 0.60846, -2.85834], [-0.37172, -0.40526, -3.61737], [-1.03895, -0.83149, -4.76237], [-2.23038, -0.44268, -5.16049], [0.82208, -1.04197, -3.14447], [1.71429, -1.63176, -4.04107], [2.89342, -2.24100, -3.61038], [3.09918, -2.23063, -2.19964], [2.17744, -1.62089, -1.36961], [1.05237, -1.03876, -1.80019], [2.40398, -1.56626, 0.07728], [3.04791, -2.59724, 0.76486], [3.28582, -2.56741, 2.06495], [2.84857, -1.47944, 2.71357], [2.18896, -0.46250, 2.05295], [1.95764, -0.48512, 0.74754], [3.84386, -2.81878, -4.53496], [5.08897, -3.33588, -4.10945], [5.97383, -3.87600, -5.00985], [5.76449, -3.96667, -6.32434], [4.58879, -3.49147, -6.74199], [3.62931, -2.93412, -5.93008], [-3.89456, 0.64725, -4.56032], [-2.79151, 1.65073, -2.57088], [-0.57451, -1.58892, -5.38429], [1.49670, -1.56981, -5.09561], [3.99036, -2.65744, -1.76958], [3.37724, -3.49878, 0.26415], [3.03106, -1.45549, 3.78046], [1.83489, 0.41953, 2.57221], [5.36464, -3.31200, -3.06756], [6.92383, -4.27950, -4.67303], [4.41977, -3.58582, -7.81122], [2.70842, -2.59953, -6.38351], [-7.32783, -0.03158, 2.50154], [-6.23187, 0.24169, 1.99725], [-5.13192, 0.99327, 2.65116], [-5.14690, 1.46286, 3.80303], [-4.03067, 1.07517, 1.69334], [-4.42557, 0.41518, 0.46302], [-3.71950, 0.31810, -0.57280], [-5.77652, -0.12940, 0.63480], [-6.41348, -0.79859, -0.19122], [-2.89651, 1.60669, 1.90772], [-1.32231, -3.57996, 5.41079], [-0.92419, -2.25026, 5.41495], [-0.80737, -1.58878, 4.20486], [-1.03488, -2.16005, 3.02768], [-1.40226, -3.43667, 3.02974], [-1.56309, -4.18581, 4.18364], [-1.44689, -4.11961, 6.33956], [-0.73030, -1.73330, 6.34226], [-0.53139, -0.54454, 4.17200], [-1.58919, -3.86941, 2.05341], [-1.87660, -5.21831, 4.13155], [-0.41685, 3.83532, 4.45171], [-0.74427, 2.60492, 3.61533], [-0.56110, 2.70642, 1.76882], [1.15854, 3.49945, 1.75785], [1.78154, 3.51409, 0.36838], [-1.58064, 4.23884, 1.50151], [-1.99470, 4.41494, 0.04829], [-0.57856, 3.60710, 5.50417], [-1.05926, 4.67023, 4.18923], [0.61948, 4.14301, 4.33088], [-1.78580, 2.31810, 3.75738], [-0.11693, 1.76844, 3.93744], [1.78868, 2.88247, 2.40525], [1.13606, 4.51322, 2.16740], [1.81860, 2.50244, -0.03110], [2.80003, 3.90589, 0.40625], [1.20844, 4.13950, -0.31404], [-1.03637, 5.12018, 1.85706], [-2.47766, 4.09189, 2.10398], [-1.12932, 4.57003, -0.59746], [-2.66377, 5.27001, -0.06221], [-2.52617, 3.52127, -0.27356], [-0.20853, 1.49966, -2.05756], [0.44170, 0.92247, -1.39307], [-0.86515, 2.13204, -1.46008], [0.42350, 2.12998, -2.70212]]}


Energy relative to the best compared isomer or geometry (same formula, charge and spin) list, top to bottom, in kcal/mol: 0.5; 28.4; 30.3